[1]
The following is a quantum chemistry calculation of 11 unconnected molecules or ions with the total composition C21H69O26P5, from the OMol25 dataset.

## Properties
Energy above the lowest of the compared OMol25 structures with the same formula, charge and spin = 153.5 kcal/mol
2S+1 = 1
SMILES = COP(=O)(OC)OC.COP(=O)(OC)OC.COP(=O)(OC)OC.COP(=O)(OC)OC.COP(=O)(OC)OC.CO.CO.CO.CO.CO.CO

CARTESIAN COORDINATES (ANGSTROEM)
C: 3.6089 10.4659 -9.4152
O: 4.9628 10.7484 -8.8781
H: 3.4794 9.4682 -9.8347
H: 2.7612 10.7236 -8.7804
H: 3.4865 11.1927 -10.2182
H: 5.0902 11.6707 -8.6444
C: 7.8519 9.1892 -12.1064
O: 7.4332 10.4986 -11.6124
H: 6.8896 8.6924 -12.2306
H: 8.3633 9.1437 -13.0679
H: 8.4035 8.5838 -11.3871
H: 6.8262 10.3613 -10.8814
C: 7.4405 4.4349 -8.1454
O: 8.7950 4.4310 -7.9189
H: 7.1378 3.4206 -8.4052
H: 6.9163 4.8516 -7.2854
H: 7.2346 5.1151 -8.9719
H: 8.9688 3.7281 -7.2885
C: 1.0085 0.8652 -15.1594
O: -0.1552 1.5523 -15.3803
H: 0.7742 -0.1627 -15.4364
H: 1.8473 1.2052 -15.7666
H: 1.2955 0.7122 -14.1191
H: -0.0333 2.4948 -15.2447
C: -1.5791 6.0509 -13.9627
O: -0.4421 5.1985 -14.1570
H: -2.5474 5.6022 -13.7410
H: -1.3927 6.9949 -13.4506
H: -1.6780 6.5361 -14.9338
H: 0.3443 5.7460 -14.0998
C: 3.6297 4.8243 -11.7694
O: 4.7531 5.3319 -12.5076
H: 4.1710 4.0572 -11.2157
H: 3.1919 5.5378 -11.0713
H: 2.8467 4.3002 -12.3174
H: 4.3466 5.8162 -13.2299
C: 6.1581 0.1397 -12.8671
O: 6.8953 -0.9437 -13.2818
P: 6.5267 -2.4768 -12.9983
O: 5.4117 -2.9464 -13.8834
O: 7.9452 -3.2259 -12.9725
C: 7.9911 -4.6627 -13.2056
O: 6.0942 -2.5043 -11.4075
C: 5.4978 -3.6743 -10.9520
H: 5.4270 0.0045 -12.0700
H: 5.7362 0.6054 -13.7577
H: 6.8608 0.8827 -12.4900
H: 7.1164 -5.0718 -13.7112
H: 8.1217 -5.1984 -12.2654
H: 8.8574 -4.9361 -13.8081
H: 6.2457 -4.1856 -10.3459
H: 4.8957 -4.2753 -11.6334
H: 4.9055 -3.3339 -10.1027
C: 12.4979 4.2810 -19.9437
O: 11.3581 4.4826 -19.0730
P: 11.4538 5.6246 -17.8809
O: 12.0743 6.8645 -18.3422
O: 9.9546 5.6975 -17.3479
C: 9.1967 4.5557 -16.9450
O: 12.2268 4.8748 -16.6240
C: 12.7710 5.5565 -15.5296
H: 12.7346 3.2171 -19.9313
H: 13.3766 4.8634 -19.6668
H: 12.2952 4.6014 -20.9656
H: 8.4779 4.8141 -16.1674
H: 9.8352 3.7939 -16.4979
H: 8.6477 4.0822 -17.7590
H: 13.4454 4.9198 -14.9570
H: 12.0240 6.0909 -14.9426
H: 13.5512 6.2659 -15.8056
C: 3.9504 10.5616 -15.3870
O: 2.5155 10.6863 -15.5075
P: 1.6741 9.3767 -15.8743
O: 2.2614 8.1294 -15.2393
O: 0.1271 9.7576 -15.2779
C: -0.4047 11.0491 -15.5471
O: 1.6458 9.4957 -17.5110
C: 1.0835 8.4013 -18.2117
H: 4.4598 9.7303 -15.8743
H: 4.2065 10.4995 -14.3293
H: 4.3351 11.4252 -15.9295
H: 0.1734 11.9098 -15.8833
H: -1.0098 11.3319 -14.6858
H: -1.1435 10.8119 -16.3126
H: 0.0238 8.5303 -18.4318
H: 1.1368 7.4918 -17.6133
H: 1.6972 8.0790 -19.0529
C: 0.4597 2.2651 -4.5831
O: 0.7104 2.6378 -5.9753
P: 2.1132 3.2314 -6.4977
O: 3.2743 3.0165 -5.5754
O: 2.2802 2.7361 -8.0248
C: 1.4608 1.7103 -8.5324
O: 1.8505 4.8397 -6.7276
C: 2.1797 5.8121 -5.7246
H: -0.4846 2.7159 -4.2778
H: 1.2982 2.6046 -3.9750
H: 0.3034 1.2052 -4.3825
H: 0.8182 2.2272 -9.2451
H: 0.7234 1.1709 -7.9379
H: 2.1240 0.9327 -8.9113
H: 2.0406 5.6362 -4.6579
H: 1.7339 6.8036 -5.8040
H: 3.2276 6.0189 -5.9418
C: -5.0680 4.6603 -10.0877
O: -3.9883 5.4461 -9.6531
P: -4.1417 7.1182 -9.4815
O: -4.5198 7.9127 -10.6958
O: -5.2510 7.1443 -8.2737
C: -6.5721 7.4004 -8.6088
O: -2.7279 7.4839 -8.7259
C: -1.5424 7.9398 -9.3006
H: -4.7951 4.3195 -11.0865
H: -6.0848 5.0411 -9.9923
H: -5.2438 3.8015 -9.4399
H: -6.8344 8.4492 -8.4693
H: -7.4184 6.8505 -8.1971
H: -6.6234 7.3863 -9.6975
H: -0.8474 7.1478 -9.0218
H: -1.3696 8.8536 -8.7320
H: -1.4959 8.3283 -10.3179

Atomic forces in eV per Å
0.9 2.1 -0.4
-1.2 -1.6 -0.2
0.7 0.0 0.4
0.4 -0.4 0.8
-0.1 -0.3 -0.5
-0.5 0.1 -0.2
-2.0 -0.1 0.8
1.4 -0.3 -0.8
0.2 -0.7 -0.4
0.0 0.9 0.2
0.3 0.4 0.2
0.0 -0.2 0.1
-1.1 0.3 -0.4
1.9 0.0 0.3
-0.7 0.1 0.0
-0.4 -0.3 0.1
0.0 -0.2 -0.2
0.2 0.1 0.0
0.7 -1.9 0.0
-1.3 1.1 -0.1
0.2 -0.1 -0.4
0.2 0.1 0.1
0.1 0.7 0.4
0.0 0.1 0.1
0.6 1.6 -2.2
-0.6 -0.5 1.0
0.6 -0.5 0.4
0.2 -0.6 1.3
-0.8 -0.2 -0.6
0.0 0.1 0.0
1.5 -1.0 0.9
-1.4 0.4 -0.5
-0.7 -0.2 0.6
0.0 0.2 -0.1
0.1 0.3 -0.5
0.4 0.4 -0.3
-0.3 2.4 0.2
1.4 -3.2 0.4
-2.0 0.5 0.2
2.0 -0.1 1.2
-0.8 -0.2 -0.8
0.2 -0.4 0.0
0.8 1.4 -2.9
-0.3 -0.2 2.7
-0.1 -0.6 -0.3
-0.5 -0.1 0.1
0.1 0.0 0.2
-0.2 0.5 0.0
-0.2 0.3 0.2
0.0 0.6 -0.1
0.3 -1.0 -0.8
0.4 0.2 -0.2
-0.9 0.0 -0.3
0.2 0.0 0.0
0.4 1.2 1.5
0.4 -1.8 0.0
-0.3 -0.1 0.5
0.3 0.3 -0.5
0.0 -0.9 0.5
-0.9 -0.2 -2.1
1.4 1.1 0.3
0.0 0.1 0.0
-0.1 0.0 0.5
-0.5 -0.1 0.1
0.1 0.5 -0.2
0.2 0.0 -0.1
0.2 0.3 -0.3
-1.0 -0.8 0.3
0.0 -0.3 0.2
-0.4 0.7 -0.7
0.5 0.5 -0.3
-0.5 -1.1 -0.5
-0.2 -0.4 1.7
-1.8 2.1 -1.7
4.1 -0.8 -0.9
-2.3 -0.2 -0.6
-0.1 0.0 1.8
-0.2 -1.8 0.3
-0.8 -0.5 -0.1
0.0 0.4 -0.1
0.1 0.3 0.6
0.8 -0.6 0.2
0.4 0.1 0.2
-0.1 0.6 -0.3
0.2 0.4 -0.4
-0.1 0.0 0.5
-0.1 0.9 -0.4
0.2 0.5 0.0
0.4 -0.4 0.0
1.4 1.5 1.4
-1.7 -0.1 -1.3
-0.4 0.7 2.9
-0.9 -0.7 -1.4
-1.0 -1.3 0.3
1.7 0.8 -0.1
0.2 0.4 -0.2
-0.2 0.0 0.0
0.4 -0.2 -0.8
0.3 -0.5 -0.7
0.4 0.5 1.1
-0.2 0.3 -0.6
0.0 -1.2 -0.2
-0.9 -0.4 -1.1
0.2 0.0 0.7
-0.7 -1.0 -0.2
0.5 3.1 0.7
0.3 -1.3 0.0
0.8 -1.4 1.9
2.3 -0.4 0.2
-1.5 2.0 -2.3
-4.6 -1.3 -0.9
1.1 1.1 0.9
-0.6 0.0 -0.1
0.2 1.1 -0.6
1.0 -0.3 0.2
0.2 0.2 0.7
0.9 -0.8 0.5
-0.5 -0.5 -0.2
0.6 0.4 -0.7
0.7 -0.1 0.2
-0.6 -0.9 -0.4

[2]
The following is a quantum chemistry calculation of a molecular structure, C21H71BNO12P, from the OMol25 dataset.

## Properties
2S+1 = 1

CARTESIAN COORDINATES (ANGSTROEM)
C: 2.9414 -3.2371 1.2571
C: 3.4733 -2.6108 -0.0573
P: 2.7844 -0.9773 -0.3827
B: 1.1599 -1.1030 -1.1643
C: -0.0635 -0.2317 -0.8064
C: -0.7537 -0.9296 0.3931
C: -1.9565 -0.2101 1.0105
C: -3.3093 -0.5604 0.3674
C: -3.4883 -2.0450 -0.0538
N: -3.1381 -3.0599 0.9770
C: 2.8584 -0.0365 1.1915
C: 4.1817 -0.2489 1.9729
H: 3.7439 -3.3269 2.0128
H: 2.5409 -4.2612 1.0808
H: 2.1079 -2.6289 1.6776
H: 4.5879 -2.5586 -0.0279
H: 3.2171 -3.2001 -0.9706
H: 1.1025 -1.8742 -2.0741
H: -0.7746 -0.1963 -1.6684
H: 0.1994 0.8311 -0.5823
H: -1.0731 -1.9459 0.0446
H: -0.0087 -1.1090 1.1989
H: -1.9818 -0.3981 2.1137
H: -1.8139 0.8923 0.9048
H: -4.1140 -0.2820 1.0906
H: -3.4879 0.0733 -0.5380
H: -4.5489 -2.1680 -0.3818
H: -2.8607 -2.2749 -0.9586
H: -2.2574 -3.5304 0.7649
H: -3.0758 -2.6689 1.9130
H: 2.0045 -0.3370 1.8379
H: 2.7325 1.0347 0.9249
H: 4.0518 -0.9983 2.7822
H: 4.4983 0.7054 2.4418
H: 5.0158 -0.5966 1.3275
C: -5.1934 -5.9099 2.4542
O: -3.8471 -5.6497 2.1183
H: -5.2072 -6.8431 3.0150
H: -5.6190 -5.1217 3.0821
H: -5.8224 -6.0285 1.5681
H: -3.7842 -4.8214 1.6075
C: 4.4375 3.8907 2.4130
O: 5.1305 2.8672 3.1262
H: 3.3855 3.7947 2.6714
H: 4.7697 4.8903 2.6980
H: 4.5385 3.7880 1.3312
H: 6.0648 2.9380 2.9116
C: -0.6244 -0.4616 -5.1014
O: 0.0308 -1.5052 -4.4069
H: -1.6883 -0.5800 -4.9125
H: -0.3112 0.5223 -4.7435
H: -0.4571 -0.5110 -6.1796
H: 0.9871 -1.4274 -4.5379
C: 3.5031 7.3022 0.2761
O: 2.9489 6.0807 0.7367
H: 4.3826 7.5633 0.8637
H: 3.8025 7.2560 -0.7748
H: 2.7616 8.0937 0.3941
H: 2.1824 5.9158 0.1723
C: -0.2342 7.0866 1.2978
O: 0.4006 7.5750 0.1229
H: 0.5620 6.7812 1.9749
H: -0.8367 7.8533 1.7909
H: -0.8523 6.2161 1.0700
H: -0.2725 7.8728 -0.4948
C: 1.3934 3.2900 -1.7874
O: 1.1649 4.6821 -1.6454
H: 2.2397 3.1732 -2.4618
H: 1.6404 2.8112 -0.8353
H: 0.5276 2.7809 -2.2193
H: 0.4022 4.7961 -1.0614
C: -2.9596 4.4770 -0.5142
O: -1.6444 4.8946 -0.8748
H: -2.8532 3.7822 0.3154
H: -3.5730 5.3138 -0.1768
H: -3.4597 3.9707 -1.3427
H: -1.7108 5.5111 -1.6099
C: -0.4869 -4.2150 0.0845
O: -1.9048 -4.1997 0.1300
H: -0.1842 -3.4099 -0.5866
H: -0.0561 -4.0310 1.0728
H: -0.0811 -5.1583 -0.3021
H: -2.2059 -4.8866 0.7243
C: -3.6591 4.3361 3.6931
O: -4.2443 4.4730 2.4067
H: -2.5941 4.5205 3.5638
H: -4.0518 5.0630 4.4079
H: -3.7892 3.3320 4.1041
H: -5.1897 4.3161 2.4846
C: -0.4807 -6.8208 3.0652
O: -1.0641 -6.2070 1.9366
H: 0.5989 -6.8081 2.9137
H: -0.7007 -6.2848 3.9941
H: -0.7938 -7.8628 3.1862
H: -2.0300 -6.2063 2.0536
C: -2.0447 -4.5401 -3.4600
O: -2.5460 -3.2762 -3.8680
H: -2.8947 -5.2189 -3.3988
H: -1.3276 -4.9375 -4.1910
H: -1.5675 -4.4969 -2.4783
H: -1.7885 -2.6573 -3.9438
C: 4.2257 -1.4032 -5.2176
O: 3.1175 -1.1202 -4.3771
H: 3.8281 -1.9094 -6.0948
H: 4.7397 -0.4952 -5.5415
H: 4.9490 -2.0627 -4.7327
H: 3.4257 -0.6755 -3.5794

Atomic forces in eV per Å
-0.4 -0.5 0.0
0.8 -0.9 -0.2
0.6 0.8 -0.2
-0.1 -0.3 -0.4
-1.0 1.0 -0.5
0.2 -0.7 0.1
0.0 0.7 0.3
-0.5 0.0 -0.2
-0.1 -0.4 0.3
-8.0 6.5 4.9
-0.3 0.1 0.5
0.2 0.2 0.2
-0.5 0.1 -0.3
0.3 0.6 0.1
0.6 -0.5 -0.2
-0.8 0.0 -0.1
0.1 0.2 0.7
0.0 -0.2 0.2
0.4 0.0 0.6
-0.2 -0.7 0.2
0.3 1.3 0.5
-0.3 0.1 -0.4
0.0 0.0 -0.9
0.0 -0.6 0.2
0.5 -0.2 -0.5
0.2 -0.5 0.6
0.7 0.1 0.1
-0.5 0.3 0.6
-1.0 5.0 3.1
-0.8 0.7 0.1
0.5 0.4 -0.4
0.0 -0.6 0.2
0.1 0.4 -0.5
-0.2 -0.6 -0.2
-0.5 0.2 0.3
-0.2 -0.1 0.1
0.5 -0.3 -0.1
-0.1 0.0 0.0
0.1 0.0 0.0
0.0 0.0 0.0
-0.5 0.8 0.0
-0.1 0.0 0.0
0.1 0.1 -0.1
0.0 0.0 0.0
0.0 0.0 0.0
0.0 0.0 0.0
0.0 0.0 0.0
0.1 0.1 0.0
0.0 -0.1 -0.1
-0.1 0.1 0.0
0.0 0.0 0.0
0.0 0.0 -0.1
0.0 0.0 0.1
-0.2 0.3 0.0
0.2 -0.1 -0.1
0.0 -0.2 0.1
0.0 -0.1 0.0
0.1 0.2 -0.1
0.1 -0.1 -0.1
0.0 -0.1 0.1
0.0 0.0 -0.1
0.0 0.0 0.0
0.0 0.0 0.0
-0.1 0.0 0.1
0.0 0.0 0.0
0.0 0.0 -0.1
0.0 0.1 0.3
0.0 0.0 0.0
0.0 0.0 0.0
0.0 0.0 0.0
-0.1 -0.1 -0.2
0.0 -0.1 0.1
0.0 0.1 -0.1
-0.1 0.0 0.0
0.0 0.0 0.0
0.0 0.0 0.0
0.0 -0.1 -0.1
1.6 -0.5 -0.7
8.7 -10.3 -8.3
0.0 -0.3 0.0
-0.2 0.0 -0.1
-0.2 0.2 0.2
0.2 -1.2 -0.3
0.2 0.0 0.0
-0.2 0.0 0.1
0.0 0.0 0.1
0.0 0.0 0.0
0.0 0.0 0.0
0.0 0.0 0.0
0.2 -0.1 0.2
-0.4 -0.1 0.0
0.0 0.0 0.0
0.0 0.0 -0.1
0.0 0.0 -0.1
0.0 -0.3 0.3
0.1 0.1 -0.2
0.6 0.5 0.0
0.0 0.0 0.0
-0.1 0.0 0.1
0.0 0.0 0.0
-0.4 -0.6 0.1
0.0 0.0 -0.1
-0.1 0.1 0.0
0.1 0.0 0.0
0.0 0.0 0.0
0.0 0.0 0.0
-0.1 -0.1 0.1

Ordered gap between HOMO and LUMO results: 10.154; 8.334; unit eV.
Ordered electronic energy results: -4504.660421; -2166.142318; unit Eh.